Below is a structure of composition C38H39N6OSTeV at a distorted geometry, with properties calculated with wB97M-V/def2-TZVPD.

XYZ file:
```
87
Properties=species:S:1:pos:R:3:lowdin_charge:R:1
V -1.37 1.52 -1.77 0.487
N -2.20 5.34 -1.00 0.078
C -1.73 4.11 -1.35 -0.938
S -1.72 3.52 -2.96 0.647
N -1.20 3.39 -0.37 -0.037
N -0.01 2.58 -0.91 -0.268
C 1.12 3.12 -1.25 -0.177
C 2.38 2.41 -1.32 -0.291
C 3.36 2.93 -2.17 -0.063
C 4.50 2.20 -2.49 -0.122
C 4.71 1.02 -1.81 -0.126
C 3.78 0.65 -0.83 -0.162
N 2.63 1.28 -0.60 0.070
H -2.78 5.84 -1.64 0.067
H -2.22 5.59 -0.03 0.079
H 1.17 4.17 -1.49 0.101
H 3.18 3.92 -2.58 0.100
H 5.23 2.57 -3.22 0.093
H 5.63 0.41 -1.97 0.089
H 3.90 -0.23 -0.23 0.087
C 5.03 -0.35 5.05 -0.077
C 3.98 -0.38 3.99 -0.283
C 3.27 0.79 3.73 -0.039
C 2.29 0.86 2.73 -0.295
C 1.71 2.25 2.40 -0.077
C 1.94 -0.32 2.06 -0.348
Te 0.26 -0.34 0.62 1.476
N -0.67 0.34 -2.75 -0.097
C 0.23 0.15 -3.75 -0.569
O 0.33 0.79 -4.81 -0.025
C 1.08 -1.04 -3.50 -0.142
C 0.83 -1.93 -2.43 -0.073
C 1.69 -3.01 -2.23 -0.112
C 2.76 -3.21 -3.07 -0.128
C 3.05 -2.31 -4.06 -0.121
C 2.16 -1.30 -4.35 -0.038
C -1.09 -1.50 1.95 -0.394
C -1.17 -2.87 1.66 -0.179
C -1.75 -3.78 2.56 -0.119
C -2.29 -3.30 3.72 -0.120
C -2.16 -1.94 4.06 -0.062
C -1.60 -1.02 3.15 -0.309
C -1.54 0.45 3.54 -0.073
C 2.66 -1.54 2.28 -0.295
C 2.38 -2.82 1.53 -0.082
C 3.69 -1.52 3.22 -0.033
H 5.47 0.64 5.10 0.066
H 5.86 -1.03 4.84 0.068
H 4.66 -0.57 6.05 0.071
H 3.52 1.71 4.27 0.112
H 1.59 2.86 3.29 0.061
H 0.73 2.21 1.91 0.025
H 2.46 2.76 1.77 0.080
H 0.03 -1.83 -1.73 0.013
H 1.58 -3.64 -1.34 0.087
H 3.36 -4.10 -2.93 0.087
H 3.98 -2.35 -4.60 0.085
H 2.38 -0.58 -5.17 0.125
H -0.73 -3.26 0.71 0.095
H -1.74 -4.83 2.33 0.091
H -2.78 -3.97 4.41 0.089
H -2.56 -1.59 5.03 0.105
H -2.42 0.63 4.19 0.071
H -1.61 1.13 2.67 0.067
H -0.61 0.71 4.09 0.079
H 2.44 -2.72 0.43 0.053
H 1.39 -3.24 1.77 0.058
H 3.09 -3.58 1.86 0.064
H 4.33 -2.42 3.32 0.111
C -3.28 -2.11 -1.69 -0.075
C -4.39 -1.12 -1.61 -0.223
C -5.69 -1.60 -1.49 -0.117
C -6.80 -0.75 -1.43 -0.170
C -6.59 0.63 -1.61 -0.124
C -5.33 1.19 -1.69 -0.244
C -5.14 2.65 -1.88 -0.102
C -4.14 0.34 -1.61 -0.339
N -2.98 0.83 -1.33 -0.075
H -3.59 -3.02 -2.23 0.070
H -2.98 -2.43 -0.68 0.063
H -2.39 -1.69 -2.18 0.048
H -5.86 -2.68 -1.42 0.089
H -7.82 -1.13 -1.32 0.064
H -7.47 1.29 -1.65 0.085
H -6.15 3.14 -1.88 0.065
H -4.66 2.90 -2.85 0.057
H -4.59 3.15 -1.07 0.061
```

- LUMO level (alpha / beta) (eV) = 4.0 / 4.0
- ΔE to the lowest compared entry with this formula, charge and spin (kcal/mol) = 0.0
- HOMO energy (alpha / beta) (eV) = -0.03 / -0.76
- total charge = -2
- gap between HOMO and LUMO (alpha / beta) (Ha) = 0.1476 / 0.1743
- multiplicity = 3

---

Below is a structure of composition C38H39NO2P2SiY at a distorted geometry, with properties calculated with wB97M-V/def2-TZVPD.

XYZ file:
```
84
Properties=species:S:1:pos:R:3:lowdin_charge:R:1
C 0.68 -5.05 -2.18 -0.037
C -0.21 -3.98 -2.22 -0.211
C -1.43 -4.10 -1.51 -0.200
C -1.72 -5.27 -0.71 -0.134
C -0.77 -6.33 -0.72 -0.013
C 0.40 -6.21 -1.45 -0.062
C -2.91 -5.29 0.03 0.068
C -3.78 -4.19 0.02 -0.134
C -3.44 -3.06 -0.81 -0.198
C -4.25 -1.90 -0.84 -0.208
C -5.40 -1.87 -0.06 -0.034
C -5.76 -2.96 0.75 -0.064
C -4.97 -4.10 0.80 -0.013
H 1.63 -4.96 -2.73 0.120
H -0.97 -7.23 -0.13 0.122
H 1.13 -7.03 -1.45 0.112
H -3.16 -6.16 0.64 0.135
H -6.02 -0.97 -0.07 0.119
H -6.67 -2.91 1.35 0.112
H -5.25 -4.95 1.43 0.122
N -2.30 -3.06 -1.55 0.120
Y -0.30 -0.50 0.13 0.762
C 0.10 -2.66 -2.92 -0.281
H -0.83 -2.25 -3.34 0.092
H 0.85 -2.80 -3.69 0.092
C -3.78 -0.71 -1.67 -0.279
H -3.32 -1.09 -2.60 0.094
H -4.60 -0.04 -1.90 0.094
P 0.83 -1.41 -1.84 0.736
P -2.54 0.34 -0.87 0.781
C -3.48 1.22 0.39 -0.245
H -2.87 1.99 0.89 0.058
H -4.34 1.70 -0.10 0.064
H -3.84 0.53 1.16 0.052
C -2.19 1.57 -2.13 -0.243
H -3.14 2.05 -2.41 0.064
H -1.50 2.34 -1.76 0.049
H -1.75 1.11 -3.02 0.045
C 2.38 -2.13 -1.28 -0.228
H 2.94 -2.45 -2.17 0.067
H 2.98 -1.39 -0.72 0.025
H 2.20 -2.99 -0.62 0.059
C 1.29 -0.08 -2.94 -0.234
H 1.79 0.74 -2.40 0.047
H 1.98 -0.49 -3.69 0.063
H 0.41 0.33 -3.45 0.046
C -1.09 -0.35 2.03 -0.140
O -1.44 -0.29 3.16 0.138
H -1.10 -2.17 0.37 -0.042
O 0.71 1.21 -0.03 -0.452
Si 1.65 2.22 0.80 0.469
C 1.03 3.97 0.59 -0.240
C 0.86 4.50 -0.69 -0.111
C 0.40 5.81 -0.86 -0.085
C 0.11 6.59 0.25 -0.086
C 0.28 6.07 1.53 -0.076
C 0.74 4.76 1.69 -0.088
C 1.62 1.82 2.64 -0.237
C 2.76 1.43 3.34 -0.079
C 2.71 1.13 4.70 -0.071
C 1.50 1.23 5.38 -0.072
C 0.35 1.63 4.70 -0.090
C 0.42 1.91 3.34 -0.169
C 3.41 2.08 0.20 -0.235
C 4.09 3.17 -0.34 -0.077
C 5.42 3.04 -0.75 -0.073
C 6.08 1.83 -0.62 -0.082
C 5.42 0.73 -0.07 -0.082
C 4.09 0.86 0.34 -0.139
H 1.09 3.89 -1.58 0.108
H 0.28 6.22 -1.86 0.108
H -0.25 7.62 0.13 0.109
H 0.05 6.68 2.41 0.111
H 0.87 4.39 2.72 0.102
H 3.74 1.35 2.83 0.102
H 3.61 0.83 5.23 0.113
H 1.45 1.00 6.45 0.112
H -0.60 1.71 5.24 0.115
H -0.50 2.23 2.82 0.108
H 3.59 4.14 -0.44 0.104
H 5.95 3.91 -1.17 0.112
H 7.13 1.73 -0.94 0.111
H 5.94 -0.23 0.04 0.109
H 3.58 0.00 0.79 0.095
```

- LUMO level (eV) = -4.2
- ΔE to the lowest compared entry with this formula, charge and spin (kcal/mol) = 86.4
- HOMO energy (eV) = -10.28
- total charge = +1
- gap between HOMO and LUMO (Ha) = 0.2252

---

- What is the ΔE to the lowest compared entry with this formula, charge and spin in the second record?
  86.4 kcal/mol